(1)
46
Properties=species:S:1:pos:R:3:mulliken_charge:R:1 method="wB97M-V/def2-TZVPD" multiplicity=3 lumo_energy_ev="-1.92 / -3.11" e_homo_ev="-8.7 / -9.0"
W -0.44653 -1.94093 -0.23351 1.01
S 0.07535 -2.45667 2.07162 -0.38
C 1.14712 -1.15733 2.59543 0.36
C 1.24397 -0.90622 3.96649 -0.65
C 2.07254 0.09251 4.44245 -0.49
C 2.83288 0.86516 3.56451 -0.73
C 2.75577 0.62462 2.20949 -0.33
C 1.91121 -0.37657 1.71048 0.32
As 1.78719 -0.73665 -0.13913 0.42
C -1.31409 -0.01058 0.19734 0.98
C -1.49503 0.89795 -0.85738 -0.64
C -2.20625 2.07695 -0.68649 -0.63
C -2.76019 2.37475 0.55100 -0.37
C -2.60320 1.48637 1.61003 -0.66
C -1.88804 0.31314 1.43481 -0.73
C 2.21306 0.98516 -0.83680 0.06
C 1.51246 2.10944 -0.40720 0.15
C 1.86412 3.35629 -0.90107 -0.88
C 2.91475 3.48413 -1.80217 -0.47
C 3.62083 2.36436 -2.21651 -0.56
C 3.26687 1.10929 -1.73708 -0.48
H 0.65777 -1.50580 4.65138 0.44
H 2.13702 0.26838 5.50875 0.38
H 3.47961 1.64662 3.94119 0.39
H 3.35417 1.21403 1.52735 0.45
H -1.07785 0.68402 -1.83378 0.40
H -2.32565 2.76025 -1.51838 0.44
H -3.31824 3.29225 0.69032 0.41
H -3.04503 1.70678 2.57416 0.41
H -1.77764 -0.36488 2.27119 0.33
H 0.70931 2.01670 0.31061 0.55
H 1.31483 4.23095 -0.57631 0.42
H 3.18571 4.46197 -2.17924 0.39
H 4.44380 2.46394 -2.91243 0.40
H 3.81479 0.23651 -2.06808 0.40
O -4.31313 -4.76279 -3.97125 -0.50
C -3.63536 -4.10874 -3.24032 0.47
C -2.49051 -3.16210 -3.66232 -0.02
O -2.14348 -2.88719 -4.77204 -0.54
C -1.93854 -2.68554 -2.36221 0.98
C -2.59599 -3.17899 -1.30160 0.93
O -2.18762 -2.80160 -0.09197 -0.65
C -3.72857 -4.07270 -1.69038 0.00
O -4.52544 -4.62192 -0.99285 -0.53
O -0.94513 -1.83348 -2.11908 -0.71
F 0.44635 -3.55188 -0.71903 -0.57

(2)
46
Properties=species:S:1:pos:R:3:mulliken_charge:R:1 method="wB97M-V/def2-TZVPD" smiles="CC[C@@](CC(=O)O)(OCB(C)O)[C@H](O)N(CNC)CC(=O)F" lumo_energy_ev=0.43 e_homo_ev=-8.8
C 3.32344 -0.48321 1.39201 -1.52
C 2.43961 -1.14973 0.32201 -1.21
C 1.13897 -0.40411 -0.00447 1.86
C 1.53861 0.95706 -0.63085 -1.04
C 0.69007 1.62683 -1.68255 -0.02
O 1.16645 2.34271 -2.51995 -0.63
O -0.63752 1.42426 -1.62228 -0.31
O 0.31273 -1.17451 -0.85978 -0.38
C 0.90820 -1.65118 -2.05857 -0.46
B -0.19014 -2.20196 -3.04714 0.50
C -1.72052 -2.06168 -2.74639 -0.93
O 0.28993 -2.83048 -4.16974 -0.63
C 0.30710 -0.21345 1.28553 -1.74
O 0.37064 -1.44751 1.99794 -0.60
N -1.07461 0.17704 0.99339 0.83
C -1.45809 1.45324 1.60163 -1.15
N -0.45010 2.48051 1.38735 -0.03
C -0.42616 3.47370 2.46280 -1.09
C -2.03897 -0.87826 1.24283 -0.15
C -3.42786 -0.45294 0.81688 0.14
O -4.24908 0.08661 1.47145 -0.49
F -3.69785 -0.77954 -0.47462 -0.22
H 2.79712 0.26250 1.98788 0.36
H 3.75436 -1.22796 2.05887 0.31
H 4.16339 0.03702 0.92822 0.39
H 3.02694 -1.21992 -0.59559 0.63
H 2.19272 -2.17095 0.60529 0.52
H 2.51269 0.85416 -1.10899 0.62
H 1.66330 1.68986 0.16999 0.40
H -0.99504 1.91857 -2.37751 0.31
H 1.64251 -2.44295 -1.85690 0.24
H 1.44192 -0.84429 -2.58671 0.24
H -2.35142 -2.59277 -3.46231 0.40
H -1.91386 -2.46393 -1.74847 0.19
H -2.00843 -1.00814 -2.69389 0.25
H -0.32756 -2.77236 -4.90482 0.31
H 0.75657 0.56366 1.90134 0.91
H 0.36710 -1.26474 2.94072 0.44
H -1.62055 1.35024 2.68972 0.46
H -2.41561 1.76186 1.17540 0.45
H -0.68252 2.97052 0.53171 0.25
H -1.42562 3.71702 2.84583 0.35
H 0.17362 3.11169 3.30058 0.30
H 0.01348 4.39779 2.09049 0.36
H -2.12639 -1.17310 2.29689 0.34
H -1.75357 -1.74720 0.65479 0.22

(3)
21
Properties=species:S:1:pos:R:3:mulliken_charge:R:1 method="wB97M-V/def2-TZVPD" total_charge=-1 lumo_energy_ev=1.51 e_homo_ev=-2.7
N -1.32979 -1.41131 0.49049 -0.59
P -1.02950 0.12842 0.56579 -0.03
C -0.24285 0.36899 -1.07444 -0.30
N -0.89780 0.76354 -2.22152 0.01
C -0.04980 0.78177 -3.24114 -0.35
N 1.15224 0.43805 -2.77634 -0.09
C 1.06452 0.16447 -1.41475 0.68
N 2.07580 -0.26451 -0.57407 -0.46
H -2.31081 -1.64167 0.53119 0.20
H -2.19076 0.94942 0.57200 0.00
H -0.13444 0.57838 1.64119 0.29
H -1.87866 0.98705 -2.25519 0.24
H -0.26427 1.01056 -4.26805 0.42
H 1.98787 0.36842 -3.33151 0.20
H 2.36338 0.42567 0.10996 0.24
H 2.88362 -0.60434 -1.07560 0.24
O 0.50860 0.38839 2.83098 -0.73
S -0.24024 -0.63447 3.69765 1.21
O 0.39870 -1.95102 3.54664 -0.71
O -1.63068 -0.64945 3.14497 -0.73
O -0.23514 -0.19634 5.10176 -0.73

(4)
39
Properties=species:S:1:pos:R:3:mulliken_charge:R:1 method="wB97M-V/def2-TZVPD" smiles="CCCCNC(=O)CN(c1ccc(Cl)c(Cl)c1)S(C)(=O)=O" lumo_energy_ev=0.33 e_homo_ev=-8.4
C 3.30752 1.54864 -1.16324 -0.98
C 4.10257 0.18655 -1.38284 -0.57
C 3.15092 -0.90983 -1.48261 -0.44
C 2.70965 -1.66851 -0.13197 -0.95
N 1.72540 -1.06743 0.53390 0.05
C 0.53065 -1.54122 1.22552 0.88
O 0.14463 -2.71958 1.09578 -0.67
C -0.25625 -0.51045 1.97166 -1.47
N -1.15289 0.41249 1.28825 0.29
C -2.31082 -0.06620 0.90638 0.54
C -2.69115 -1.38592 0.65322 -0.37
C -3.91292 -1.64891 0.36584 -0.41
C -4.85336 -0.96058 -0.12496 0.17
Cl -6.46491 -1.30681 -0.50708 -0.19
C -4.65177 0.66423 0.01392 0.35
Cl -5.58557 1.89390 -0.36136 -0.17
C -3.35862 1.14453 0.60032 -1.60
S -0.44264 1.77639 0.68075 0.81
C -0.47767 1.55867 -0.84044 -0.33
O -1.30312 3.02564 1.23112 -0.73
O 0.96015 1.89728 1.28613 -0.69
H 2.70126 1.63434 -0.50655 0.30
H 3.99924 2.36190 -0.97307 0.40
H 2.57979 1.76019 -2.08158 0.14
H 4.51809 0.14784 -2.28701 0.39
H 4.67744 0.25700 -0.50530 0.31
H 3.49284 -1.74211 -2.03502 0.47
H 2.04903 -0.83799 -1.98790 0.13
H 3.58723 -1.65419 0.42252 0.39
H 2.17357 -2.64584 -0.38901 0.43
H 1.94200 0.03067 1.00272 0.22
H 0.47622 0.23852 2.66717 0.52
H -0.92870 -1.18797 2.86220 0.36
H -2.03340 -2.17264 1.13403 0.30
H -4.14799 -2.94310 0.28049 0.13
H -3.10091 2.03797 0.82136 1.17
H 0.11837 0.75988 -1.45581 0.01
H 0.16081 2.37598 -1.48941 0.43
H -1.43469 1.25668 -1.33817 0.37